Record 1
Molecular formula: C2H4ClN3
Method: DFT, wB97M-V/def2-TZVPD

Each line ends with the natural charge from an NBO analysis.
Cartesian coordinates (Å):
1 C 1.15274 0.89707 1.76483  0.074
2 C -0.88733 1.52925 -0.65347  0.416
3 N 1.85377 0.48755 1.02792  -0.306
4 N -0.23984 2.45109 -0.44539  -0.380
5 N -1.85912 0.58207 -0.55275  -0.870
6 Cl 1.20812 -3.86097 -1.57047  -0.298
7 H 0.40027 1.41530 2.33540  0.231
8 H 2.49883 -3.73677 -1.11445  0.298
9 H -2.18099 0.46863 0.40128  0.410
10 H -1.94646 -0.23322 -1.19290  0.426

Net charge   0
Total energy   -703.00393 Ha
Energy above the lowest of the compared OMol25 structures with the same formula, charge and spin   17.7 kJ/mol
E_HOMO   -10.2829 eV
E_LUMO   0.39 eV

---

Record 2
Molecular formula: C2H4ClN3O2
Method: DFT, wB97M-V/def2-TZVPD

Each line ends with the natural charge from an NBO analysis.
Cartesian coordinates (Å):
1 C 1.38911 -0.58218 -0.02032  0.757
2 C -1.00839 -0.09368 0.20187  0.486
3 N 0.26102 -0.79774 0.72562  -0.675
4 N 1.04446 0.46484 -0.86427  -0.501
5 N -0.41110 0.77836 -0.83989  -0.488
6 O 2.47208 -1.12814 0.18438  -0.622
7 O -1.58119 0.70777 1.14589  -0.716
8 Cl -2.05811 -1.22878 -0.55964  0.019
9 H 0.12485 -1.50377 1.51791  0.431
10 H 1.70868 1.11459 -1.13172  0.405
11 H -0.83531 0.70812 -1.76500  0.385
12 H -1.10611 1.56062 1.40517  0.519

Net charge   0
Total energy   -853.52192 Ha
Energy above the lowest of the compared OMol25 structures with the same formula, charge and spin   0.0 kJ/mol
E_HOMO   -9.3599 eV
E_LUMO   0.53 eV

---

Record 3
Molecular formula: C2H4ClNO2
Method: DFT, wB97M-V/def2-TZVPD

Each line ends with the natural charge from an NBO analysis.
Cartesian coordinates (Å):
1 C 2.08765 -1.56694 -0.56652  0.392
2 C -1.35456 0.40230 -0.86100  0.286
3 N 1.86569 -0.32026 -0.81166  -0.531
4 O 2.67395 -2.02268 0.52496  -0.645
5 O -1.36636 1.40666 -0.23249  -0.495
6 Cl 1.81690 0.79119 0.46663  0.112
7 H 2.11020 -2.37076 -1.30378  0.191
8 H -0.89348 -0.48684 -0.30676  0.090
9 H -1.78134 0.26290 -1.81341  0.115
10 H 2.63569 -1.24287 1.11727  0.485

Net charge   0
Total energy   -743.94507 Ha
Energy above the lowest of the compared OMol25 structures with the same formula, charge and spin   236.0 kJ/mol
E_HOMO   -9.8169 eV
E_LUMO   0.63 eV

---

Record 4
Molecular formula: C2H4ClNO3
Method: DFT, wB97M-V/def2-TZVPD

Each line ends with the natural charge from an NBO analysis.
Cartesian coordinates (Å):
1 C -0.66418 -0.00565 0.31495  0.547
2 C 0.74762 0.59696 -0.42741  0.659
3 N 1.40825 -0.45332 -0.96380  -0.816
4 O -1.10698 0.91633 1.18814  -0.684
5 O -0.33657 -1.23936 0.72495  -0.700
6 O 0.92035 1.79635 -0.36722  -0.586
7 Cl -2.48291 -0.42138 -0.48614  -0.300
8 H -1.14207 -1.46215 1.15652  0.507
9 H 2.24406 -0.20319 -1.48428  0.418
10 H 1.18569 -1.29339 -0.44981  0.440
11 H -0.77325 1.76882 0.79410  0.515

Net charge   0
Total energy   -819.26175 Ha
Energy above the lowest of the compared OMol25 structures with the same formula, charge and spin   127.3 kJ/mol
E_HOMO   -10.3935 eV
E_LUMO   0.31 eV

---

Record 5
Molecular formula: C2H4ClOP
Method: DFT, wB97M-V/def2-TZVPD

Each line ends with the natural charge from an NBO analysis.
Cartesian coordinates (Å):
1 C -0.97597 -1.09452 0.65207  0.010
2 C 1.35082 1.14808 -0.24749  -0.432
3 O -0.06080 -1.49145 -0.04278  -0.524
4 P -1.89313 0.29121 -0.01799  0.308
5 Cl 2.07082 -0.19849 0.28056  0.156
6 H -1.16382 -1.73015 1.52608  0.157
7 H 0.42563 1.52194 0.27760  0.175
8 H 1.22559 1.29088 -1.30266  0.180
9 H -0.97915 0.26249 -1.12540  -0.030

Net charge   0
Total energy   -955.21394 Ha
Energy above the lowest of the compared OMol25 structures with the same formula, charge and spin   504.4 kJ/mol
E_HOMO (alpha / beta)   -8.3431 / -9.1803 eV
E_LUMO (alpha / beta)   -2.00 / -0.21 eV

---

Record 6
Molecular formula: C2H4ClOPS2
Method: DFT, wB97M-V/def2-TZVPD

Each line ends with the natural charge from an NBO analysis.
Cartesian coordinates (Å):
1 C -0.53008 0.27649 -0.67843  -0.110
2 C -0.07498 0.03849 0.76258  -0.527
3 O -1.69784 -0.51532 -1.01718  -0.785
4 P -2.87557 -0.22282 0.08813  1.240
5 S -4.11629 -1.73333 0.04817  -0.441
6 S -1.56323 0.39943 1.87063  -0.058
7 Cl -3.67163 1.52667 -0.60215  -0.248
8 H -0.87578 1.20078 -1.09480  0.211
9 H 0.26390 -0.07966 -1.23249  0.204
10 H -0.12291 -1.08750 0.93655  0.255
11 H 0.75348 0.70168 1.07503  0.259

Net charge   0
Total energy   -1751.80549 Ha
Energy above the lowest of the compared OMol25 structures with the same formula, charge and spin   52.8 kJ/mol
E_HOMO   -9.2396 eV
E_LUMO   -0.41 eV

---

Record 7
Molecular formula: C2H4CoLiO2
Method: DFT, wB97M-V/def2-TZVPD

Each line ends with the Mulliken spin population.
Cartesian coordinates (Å):
1 O 0.69679 -2.00243 1.31416  0.002
2 H 0.48121 -2.51315 2.09255  0.000
3 C -1.33110 0.12223 -0.22783  0.083
4 C -0.31058 0.70032 -0.91596  -0.039
5 O 0.90613 0.92006 -0.41156  -0.013
6 H -1.26466 0.01915 0.86172  0.001
7 H -2.27693 -0.07026 -0.73645  0.002
8 H -0.57478 1.33916 -1.77511  0.005
9 Co 2.34504 1.89246 -1.07777  3.949
10 Li 1.32888 -0.40753 0.87626  0.010

Net charge   0
Total energy   -1619.25787 Ha
<S²>   6.01
Energy above the lowest of the compared OMol25 structures with the same formula, charge and spin   0.0 kJ/mol
E_HOMO (alpha / beta)   -7.7177 / -7.7020 eV
E_LUMO (alpha / beta)   -0.48 / -2.54 eV
Multiplicity   5

---

Record 8
Molecular formula: C2H4CoO2
Method: DFT, wB97M-V/def2-TZVPD

Each line ends with the Mulliken spin population.
Cartesian coordinates (Å):
1 H -1.59315 0.07255 0.24811  0.262
2 C -0.75644 0.10419 -1.47157  0.083
3 C -0.87616 -1.17743 -0.14781  0.672
4 O 0.42659 -1.30913 0.02958  0.580
5 O -0.49728 1.01344 -0.45147  0.482
6 H -1.77893 0.21274 -1.85866  0.047
7 H -1.40268 -1.56904 0.73784  0.056
8 Co 1.17153 0.37011 0.21972  2.814
9 H -0.11965 -0.14676 -2.33223  0.005

Net charge   +2
Total energy   -1610.76788 Ha
<S²>   8.76
E_HOMO (alpha / beta)   -20.7001 / -23.0034 eV
E_LUMO (alpha / beta)   -11.56 / -14.06 eV
Multiplicity   6